ORCA calculation (the ωB97M-V functional and the def2-TZVPD basis) on a structure of composition C41H89Br15 at a distorted geometry.

Cartesian coordinates (Å):
C (18.8101, 14.7022, 19.8239)
Br (18.8708, 13.6615, 21.4735)
Br (20.2592, 15.9848, 19.7958)
Br (17.1189, 15.4853, 19.5370)
H (19.0485, 14.0219, 19.0134)
C (13.6601, 11.5682, 21.8743)
Br (14.3740, 9.8679, 21.4286)
Br (12.8911, 12.5889, 20.3996)
Br (15.0410, 12.5690, 22.7226)
H (12.8450, 11.4155, 22.5957)
C (17.8936, 15.0354, 14.3226)
Br (17.5117, 13.5587, 13.2107)
Br (16.8380, 16.5422, 13.8438)
Br (19.7388, 15.5667, 14.4792)
H (17.6251, 14.7109, 15.3151)
C (22.5061, 12.3805, 16.5621)
Br (21.3992, 11.4040, 15.2943)
Br (23.5013, 11.2362, 17.7387)
Br (21.5244, 13.7641, 17.4821)
H (23.2784, 12.8576, 15.9941)
C (12.9736, 7.1276, 18.6646)
Br (11.7484, 6.1172, 17.6666)
Br (13.1867, 8.9519, 18.0342)
Br (14.8260, 6.2818, 18.5695)
H (12.7816, 7.1750, 19.7169)
C (9.2292, 9.6707, 14.2556)
C (10.6183, 10.0799, 13.6812)
C (11.5984, 8.9104, 14.1191)
C (13.0137, 8.9624, 13.5192)
C (14.0088, 8.1074, 14.3226)
C (15.1989, 7.6164, 13.4830)
H (9.2696, 9.8267, 15.3125)
H (8.9736, 8.6134, 14.0354)
H (8.5040, 10.3426, 13.8144)
H (10.4553, 10.0995, 12.5906)
H (10.9196, 11.0177, 14.1011)
H (11.1118, 7.9403, 13.8659)
H (11.6498, 8.9238, 15.2377)
H (12.9677, 8.5273, 12.4778)
H (13.3331, 10.0504, 13.4530)
H (14.3580, 8.6389, 15.2243)
H (13.4346, 7.2207, 14.6883)
H (15.7977, 6.8868, 14.0277)
H (14.7970, 7.0469, 12.6341)
H (15.8952, 8.4329, 13.2536)
C (19.6984, 7.0912, 16.4532)
C (18.8220, 7.9104, 15.5066)
C (19.4674, 8.0979, 14.1654)
C (19.8259, 6.7401, 13.4609)
C (20.9610, 6.9048, 12.3720)
C (21.6007, 5.6638, 11.8490)
H (19.5033, 6.0144, 16.3377)
H (19.5832, 7.4080, 17.4865)
H (20.8098, 7.2283, 16.2312)
H (17.8431, 7.4586, 15.6278)
H (18.6197, 8.8922, 15.9112)
H (20.3996, 8.6501, 14.2062)
H (18.7926, 8.6044, 13.4882)
H (20.1746, 6.0232, 14.2075)
H (18.9546, 6.2878, 13.0250)
H (20.5825, 7.4406, 11.4815)
H (21.8345, 7.5251, 12.7932)
H (22.3232, 5.9049, 11.0616)
H (22.0962, 5.2334, 12.6939)
H (20.9091, 4.9379, 11.4373)
C (14.8782, 11.7955, 27.2040)
C (15.6048, 10.7269, 26.4304)
C (17.0665, 11.1002, 26.1200)
C (17.7595, 10.0769, 25.2201)
C (19.2179, 10.3796, 24.7977)
C (19.2807, 11.2626, 23.6206)
H (15.5075, 12.0596, 28.0722)
H (13.9456, 11.4384, 27.6220)
H (14.7603, 12.7572, 26.6831)
H (15.6101, 9.8104, 27.0060)
H (15.0575, 10.4500, 25.5261)
H (17.6613, 11.1216, 27.0870)
H (17.0666, 12.1075, 25.5696)
H (17.7998, 9.2318, 25.9140)
H (17.0110, 9.9512, 24.4227)
H (19.7592, 10.8761, 25.6618)
H (19.7767, 9.3964, 24.6022)
H (20.3158, 11.3619, 23.2740)
H (18.5804, 10.9316, 22.8062)
H (18.8342, 12.2137, 23.8923)
C (25.3996, 14.8024, 24.6075)
C (23.9284, 14.9399, 24.5669)
C (23.2521, 13.7431, 23.8221)
C (23.0144, 13.9771, 22.3467)
C (22.4932, 12.7728, 21.5977)
C (23.4088, 11.5910, 21.8414)
H (25.6208, 13.7570, 24.8597)
H (25.9565, 15.3968, 25.3077)
H (25.8328, 14.9220, 23.6414)
H (23.4897, 14.8978, 25.5983)
H (23.5731, 15.8122, 24.0793)
H (22.2877, 13.5512, 24.2945)
H (23.9129, 12.9306, 23.9779)
H (22.3783, 14.8648, 22.2959)
H (23.9261, 14.3098, 21.8662)
H (21.5034, 12.5580, 21.9335)
H (22.5594, 12.9745, 20.5249)
H (24.4417, 11.8142, 21.7469)
H (23.1868, 11.0824, 22.8590)
H (23.2960, 10.7452, 21.0885)
C (15.3522, 11.4946, 16.3918)
C (16.4565, 12.4451, 16.8145)
C (17.8475, 11.9478, 17.1013)
C (17.8666, 10.9836, 18.3153)
C (19.3072, 10.4720, 18.5498)
C (19.4347, 9.4995, 19.7312)
H (15.1508, 10.8043, 17.1966)
H (15.5777, 10.8518, 15.5281)
H (14.4481, 12.0966, 16.2481)
H (16.5560, 13.2110, 16.0366)
H (16.1188, 12.9126, 17.7481)
H (18.5227, 12.7723, 17.3358)
H (18.2760, 11.3557, 16.2811)
H (17.4339, 11.4189, 19.1413)
H (17.3049, 10.0772, 18.0162)
H (19.6297, 9.9388, 17.5950)
H (20.0858, 11.2318, 18.7317)
H (19.1325, 10.0211, 20.6130)
H (18.6887, 8.6530, 19.7444)
H (20.3925, 9.0102, 19.8944)
C (9.2398, 11.5332, 17.8289)
C (10.1972, 12.3251, 16.8731)
C (10.1469, 13.8335, 16.9553)
C (11.3554, 14.7254, 16.4128)
C (12.6216, 14.4883, 17.1520)
C (13.7498, 15.3353, 16.6219)
H (9.1413, 12.0590, 18.7451)
H (9.6682, 10.4982, 17.9745)
H (8.2310, 11.3864, 17.4405)
H (11.1832, 11.8983, 17.2169)
H (10.1059, 11.9998, 15.8656)
H (10.1427, 14.0155, 18.0173)
H (9.2013, 14.1491, 16.5276)
H (11.4495, 14.5864, 15.3498)
H (11.0716, 15.7360, 16.4878)
H (12.4823, 14.6710, 18.2064)
H (12.8441, 13.3987, 17.0630)
H (13.3855, 16.3800, 16.5556)
H (14.6969, 15.3300, 17.2420)
H (14.0831, 15.0650, 15.6523)

Properties
- highest occupied orbital energy (eV) = -10.2
- frontier orbital gap (eV) = 9.95
- ΔE to the lowest compared entry with this formula, charge and spin (kJ/mol) = 0.0
- E_LUMO (Ha) = -0.0091